1.
The following is a quantum chemistry calculation of 3 unconnected molecules or ions with the total composition C4H16N2O2 at a distorted geometry, from OMol25.

charge: 0
lowest unoccupied orbital energy: 0.74 eV

Atoms and positions in Å:
N 1.09 -0.82 1.00
C 0.43 0.70 -2.49
C 1.06 0.53 -1.09
C 0.47 -0.65 -0.32
C 0.66 -1.96 -1.09
N -0.61 -2.38 -1.72
H 1.05 -0.01 1.61
H 1.85 -1.45 1.13
H -0.66 0.60 -2.50
H 0.69 1.67 -2.89
H 0.80 -0.10 -3.12
H 0.91 1.46 -0.53
H 2.14 0.37 -1.18
H -0.59 -0.48 -0.14
H 1.33 -1.80 -1.92
H 1.17 -2.70 -0.46
H -0.47 -3.27 -2.17
H -1.28 -2.56 -0.99
H -5.18 2.72 -0.32
H -4.19 1.60 0.07
O -4.90 1.81 -0.54
H 0.63 2.23 6.63
H 2.09 2.62 6.46
O 1.51 1.85 6.60

***

2.
The following is a quantum chemistry calculation of 2 unconnected molecules or ions with the total composition C4H16N3O at a distorted geometry, from OMol25.

charge: +1
lowest unoccupied orbital energy: -2.83 eV

Atoms and positions in Å:
N -1.42 0.26 -1.01
C -1.87 0.72 0.33
C -1.28 0.04 1.57
N -0.20 -0.94 1.24
C 1.14 -0.45 1.64
C 1.83 0.26 0.47
N 1.84 -0.61 -0.75
H -1.90 -0.59 -1.27
H -0.41 0.02 -1.00
H -1.38 0.93 -1.78
H -2.95 0.66 0.32
H -1.74 1.80 0.35
H -2.06 -0.48 2.11
H -0.95 0.79 2.29
H -0.41 -1.66 1.91
H 1.28 0.18 2.52
H 1.72 -1.30 1.91
H 2.81 0.48 0.85
H 1.24 1.13 0.18
H 2.82 -0.86 -0.94
H 1.64 -1.57 -0.42
H 0.53 -0.17 -3.15
H -0.01 1.04 -3.99
O -0.27 0.32 -3.39

***

3.
The following is a quantum chemistry calculation of 2 unconnected molecules or ions with the total composition C4H16N4 at a distorted geometry, from OMol25.

charge: +2
lowest unoccupied orbital energy: -7.62 eV

Atoms and positions in Å:
C -0.75 -1.82 0.63
C -0.54 -1.09 -1.78
C -1.31 0.99 1.36
C -0.68 -0.71 -0.33
N 2.11 0.10 -0.32
N -1.13 0.51 0.00
N 2.61 0.60 0.84
N -1.49 1.53 -0.89
H 0.02 -1.93 1.35
H -1.67 -1.82 1.22
H -0.72 -2.68 -0.01
H 0.16 -0.51 -2.27
H -1.53 -0.92 -2.13
H -0.32 -2.11 -2.12
H -0.52 1.79 1.42
H -2.23 1.63 1.40
H -1.34 0.30 2.21
H 1.72 0.76 -0.97
H 3.68 0.66 0.94
H 2.08 1.56 0.98
H 2.22 0.30 1.72
H -1.57 1.04 -1.82
H 2.63 -0.66 -0.71
H -1.44 2.50 -0.70

***

4.
The following is a quantum chemistry calculation of 4 unconnected molecules or ions with the total composition C4H16N8O4 at a distorted geometry, from OMol25.

charge: 0
lowest unoccupied orbital energy: 0.24 eV

Atoms and positions in Å:
C -8.47 -12.32 6.73
O -7.92 -11.73 5.79
N -7.91 -13.45 7.27
N -9.59 -11.84 7.32
H -8.45 -13.98 7.92
H -7.14 -13.82 6.74
H -9.96 -12.37 8.08
H -9.94 -10.94 7.05
C -3.50 -21.29 6.27
O -4.10 -20.32 6.75
N -3.08 -21.29 4.97
N -3.21 -22.38 7.03
H -2.59 -22.03 4.50
H -3.38 -20.46 4.50
H -3.38 -22.29 8.01
H -2.75 -23.14 6.56
C -4.79 -13.61 9.62
O -5.17 -14.51 10.39
N -4.12 -12.52 10.09
N -5.03 -13.66 8.29
H -3.65 -11.92 9.44
H -3.96 -12.48 11.08
H -4.56 -13.05 7.64
H -5.36 -14.53 7.87
C -5.03 -16.85 6.90
O -5.75 -15.85 6.78
N -4.76 -17.71 5.88
N -4.40 -17.12 8.07
H -4.30 -18.60 6.10
H -5.00 -17.51 4.93
H -3.71 -17.85 8.14
H -4.61 -16.57 8.88

***

5.
The following is a quantum chemistry calculation of a molecular structure, C4H16N8O4Tl at a distorted geometry, from OMol25.

charge: +3
lowest unoccupied orbital energy: -15.25 eV

Atoms and positions in Å:
Tl 2.40 -0.51 -0.54
C 5.97 -2.73 3.56
O 5.37 -2.58 2.51
N 6.14 -3.90 4.17
N 6.68 -1.81 4.16
H 6.90 -4.01 4.81
H 5.57 -4.68 3.88
H 6.47 -0.97 3.64
H 7.39 -2.10 4.81
C -0.39 1.83 -5.27
O -0.13 1.30 -4.13
N -0.08 3.06 -5.66
N -0.89 1.04 -6.21
H 0.51 3.62 -5.06
H -0.44 3.55 -6.47
H -1.40 1.47 -6.97
H -1.04 0.04 -6.22
C -1.85 2.65 2.01
O -0.97 1.95 1.67
N -3.04 2.60 1.43
N -1.69 3.54 2.93
H -3.26 1.75 0.95
H -3.70 3.10 2.02
H -0.86 3.79 3.44
H -2.51 3.99 3.31
C -3.37 -1.97 -0.52
O -2.17 -1.91 -0.63
N -4.33 -1.21 -1.01
N -3.90 -2.86 0.28
H -4.02 -0.50 -1.65
H -5.19 -1.20 -0.49
H -3.28 -3.51 0.75
H -4.88 -2.84 0.54

***

6.
The following is a quantum chemistry calculation of 3 unconnected molecules or ions with the total composition C4H16NO2 at a distorted geometry, from OMol25.

charge: +1
lowest unoccupied orbital energy: -2.66 eV

Atoms and positions in Å:
C 0.28 -1.39 2.43
C 0.82 -0.07 1.87
N -0.16 0.50 0.91
C -0.29 1.97 0.58
C -1.35 2.22 -0.43
H 0.92 -1.82 3.21
H -0.78 -1.30 2.68
H 0.36 -2.08 1.57
H 1.69 -0.26 1.22
H 1.06 0.66 2.65
H 0.00 0.00 -0.03
H -1.06 0.08 1.17
H -0.69 2.37 1.52
H 0.73 2.26 0.30
H -1.26 1.56 -1.31
H -1.34 3.21 -0.88
H -2.39 2.09 -0.09
H 1.77 -2.16 -4.08
H 0.88 -3.25 -3.98
O 0.87 -2.30 -3.76
H 0.51 -1.35 -1.87
H -0.39 -0.15 -2.19
O -0.17 -0.77 -1.49